Entry 1:
Density functional theory data (ωB97M-V/def2-TZVPD) for a molecular structure, C34H33Cl5N5OPbSe3Te at a distorted geometry.

Total charge   +1
Kohn-Sham gap   4.593 eV
Highest occupied orbital energy   -9.84 eV

XYZ file:
```
83
Properties=species:S:1:pos:R:3:forces:R:3
Pb 1.863 -0.217 0.920 0.27 -0.04 0.32
N 2.214 -3.501 2.511 -0.21 -0.57 -0.16
C 1.319 -2.754 3.228 -0.43 0.25 0.56
C 0.481 -3.430 4.137 0.01 0.07 -0.04
C -0.401 -2.709 4.905 0.13 0.13 -0.17
C -0.441 -1.321 4.768 0.01 0.05 -0.07
C 0.379 -0.746 3.825 -0.30 0.04 0.35
N 1.230 -1.433 3.063 0.10 -0.78 -0.09
C 3.361 -3.165 1.826 0.81 0.01 -0.38
C 4.075 -4.205 1.212 -0.05 0.11 -0.02
C 5.265 -3.918 0.582 -0.18 0.17 0.13
C 5.737 -2.607 0.588 -0.05 0.03 0.09
C 4.961 -1.650 1.201 0.33 -0.26 -0.08
N 3.796 -1.909 1.793 -0.33 -0.45 0.33
H 2.055 -4.499 2.557 0.00 0.23 0.01
H 0.549 -4.503 4.235 0.04 -0.10 0.01
H -1.048 -3.211 5.609 -0.01 -0.06 0.06
H -1.099 -0.710 5.366 -0.05 0.03 0.00
H 0.368 0.321 3.646 -0.03 0.16 0.03
H 3.688 -5.213 1.230 -0.04 -0.09 0.00
H 5.822 -4.704 0.095 0.06 -0.07 -0.03
H 6.673 -2.347 0.125 0.12 0.08 -0.08
H 5.261 -0.609 1.237 0.14 0.02 -0.09
C -0.324 5.867 -3.082 -0.04 -0.17 0.03
C -0.729 4.401 -3.285 -0.05 0.13 -0.23
C -2.251 4.329 -3.427 0.25 -0.02 0.06
C -0.093 3.869 -4.579 -0.06 0.03 0.09
C -0.198 3.552 -2.150 0.08 -0.12 0.27
C 1.150 3.601 -1.792 -0.06 -0.07 0.05
C 1.639 2.728 -0.841 0.05 0.16 -0.24
N 0.890 1.811 -0.243 -0.62 0.24 -0.12
C -0.417 1.789 -0.512 0.17 0.49 -0.42
C -0.985 2.646 -1.448 0.07 -0.04 0.05
C -1.222 0.755 0.160 -0.60 -0.26 0.21
C -2.604 0.858 0.268 0.22 -0.06 0.03
C -3.354 -0.178 0.815 0.26 -0.12 0.04
C -2.652 -1.322 1.187 0.02 0.17 -0.11
C -1.275 -1.340 1.080 -0.21 -0.19 0.06
N -0.570 -0.317 0.622 -0.08 0.27 -0.22
C -4.858 -0.072 0.940 -0.29 -0.01 -0.02
C -5.406 -1.062 1.973 0.09 0.12 -0.12
C -5.268 1.345 1.361 0.09 -0.17 -0.03
C -5.467 -0.406 -0.431 0.07 0.02 0.16
H -0.757 6.476 -3.872 -0.02 0.07 -0.08
H 0.754 5.993 -3.117 0.12 0.06 0.01
H -0.686 6.236 -2.125 -0.03 0.09 0.10
H -2.558 4.953 -4.262 -0.04 0.06 -0.07
H -2.751 4.697 -2.535 -0.12 0.02 0.13
H -2.587 3.316 -3.639 -0.08 -0.12 0.00
H -0.428 4.462 -5.426 -0.03 0.07 -0.11
H -0.382 2.833 -4.749 0.00 -0.11 -0.05
H 0.992 3.919 -4.535 0.12 0.00 -0.03
H 1.828 4.291 -2.265 0.10 0.10 -0.06
H 2.681 2.749 -0.555 0.17 0.00 -0.01
H -2.037 2.573 -1.659 -0.12 -0.03 -0.07
H -3.092 1.759 -0.060 -0.05 0.12 -0.05
H -3.155 -2.196 1.560 -0.07 -0.12 0.10
H -0.710 -2.215 1.356 0.07 -0.16 0.09
H -4.896 -0.953 2.927 0.02 -0.04 0.13
H -5.309 -2.088 1.628 0.02 -0.14 0.04
H -6.465 -0.871 2.131 -0.08 0.00 0.00
H -4.720 1.656 2.247 0.03 0.08 0.12
H -6.329 1.361 1.593 -0.12 0.02 0.00
H -5.097 2.072 0.573 0.03 0.12 -0.08
H -5.172 -1.405 -0.747 -0.01 -0.08 -0.06
H -5.146 0.304 -1.190 0.02 0.07 -0.09
H -6.552 -0.373 -0.361 -0.12 0.01 -0.05
Se 3.865 0.244 3.650 -0.09 0.49 0.52
Se 3.746 1.583 5.398 -0.29 0.34 -0.24
Te 2.037 3.398 5.070 0.12 -0.57 -0.46
Se 1.083 3.052 2.902 0.44 -0.12 0.48
Cl 3.560 -3.274 -5.757 0.05 -0.03 -0.11
C 2.963 -2.923 -4.187 0.08 0.06 0.01
C 3.546 -1.920 -3.420 -0.15 -0.23 -0.17
Cl 4.892 -1.047 -4.030 0.06 0.08 -0.06
C 3.041 -1.628 -2.160 -0.16 -0.23 -0.17
Cl 3.717 -0.303 -1.283 0.35 0.30 -0.40
C 1.975 -2.340 -1.573 0.27 -0.28 -0.72
O 1.514 -2.123 -0.396 -0.12 0.61 0.85
C 1.418 -3.358 -2.390 0.10 0.12 0.00
Cl 0.103 -4.244 -1.740 -0.25 -0.12 0.23
C 1.881 -3.636 -3.665 0.10 0.14 0.09
Cl 1.119 -4.847 -4.612 0.02 -0.04 -0.02
```
Forces are in eV/Å.

---

Entry 2:
Density functional theory data (ωB97M-V/def2-TZVPD) for a molecular structure, C34H33F2N2 at a distorted geometry.

Energy above the lowest of the compared OMol25 structures with the same formula, charge and spin   0.00 kJ/mol
Total charge   +1
Kohn-Sham gap   4.828 eV
Highest occupied orbital energy   -9.99 eV

XYZ file:
```
71
Properties=species:S:1:pos:R:3:forces:R:3
C 6.352 -0.285 2.381 0.01 0.12 0.03
C 4.919 -0.029 2.004 0.48 -1.32 -0.57
C 4.215 -0.926 1.241 0.47 0.52 0.61
C 2.893 -0.639 0.779 -0.52 -0.25 -0.38
C 2.292 -1.504 -0.117 0.28 1.15 0.22
C 2.293 0.621 1.194 -1.22 0.22 -1.56
N 1.099 1.035 0.557 1.23 -0.71 0.66
C -0.026 0.208 0.246 -1.21 -2.30 -1.34
N -1.146 0.996 0.639 0.41 0.89 0.21
C -2.461 0.527 0.904 -0.53 -0.08 -0.11
C -2.688 -0.524 1.825 -0.26 0.63 -0.61
C -1.595 -1.252 2.537 -0.06 -0.14 0.74
C -4.010 -0.872 2.087 -0.14 0.35 -0.30
C -5.098 -0.206 1.506 0.13 0.09 -0.05
C -6.510 -0.569 1.911 -0.11 -0.02 -0.11
C -4.842 0.804 0.573 0.29 -0.19 0.26
C -3.528 1.173 0.249 -0.26 -0.53 0.50
C -3.308 2.225 -0.788 -0.06 0.18 -0.35
C -0.726 2.313 0.684 -0.06 -0.39 0.69
C 0.618 2.351 0.591 0.21 0.98 0.50
C 2.963 1.425 2.148 0.61 0.38 0.38
C 2.342 2.562 2.928 -0.02 0.48 0.10
C 4.275 1.108 2.497 -1.57 0.33 -0.67
H 6.641 0.402 3.178 0.09 -0.25 0.05
H 6.471 -1.320 2.710 0.17 0.17 0.01
H 7.029 -0.095 1.544 -0.10 -0.11 0.02
H 4.695 -1.825 0.880 -0.03 -0.14 0.10
H -0.008 -0.806 0.666 0.43 0.38 0.33
H 1.497 -1.164 -0.776 0.17 -0.47 0.57
H 2.725 -2.474 -0.312 0.08 -0.04 -0.04
H -2.043 -1.718 3.420 0.20 -0.03 -0.08
H -1.167 -2.061 1.945 0.12 0.00 -0.10
H -0.790 -0.606 2.907 -0.11 -0.01 -0.25
H -4.207 -1.672 2.791 0.01 0.00 0.04
H -7.233 -0.131 1.206 0.20 -0.17 0.31
H -6.648 -1.663 1.913 0.03 0.42 0.04
H -6.740 -0.192 2.924 0.11 -0.17 -0.45
H -5.675 1.326 0.087 0.31 -0.24 0.19
H -4.201 2.272 -1.419 0.22 0.12 -0.01
H -3.157 3.215 -0.353 -0.12 0.01 -0.03
H -2.433 2.024 -1.417 -0.25 0.04 0.20
H -1.397 3.129 0.952 0.23 -0.36 -0.41
H 1.277 3.213 0.697 -0.37 -0.59 -0.30
H 2.952 2.702 3.833 -0.34 -0.04 -0.22
H 2.382 3.522 2.384 -0.14 -0.37 0.27
H 1.304 2.363 3.244 0.43 0.08 -0.25
H 4.804 1.773 3.171 -0.08 -0.13 0.11
F 1.440 3.265 -5.264 -0.50 -1.08 0.83
C 0.934 2.308 -4.408 -0.07 0.60 -0.55
C -0.451 2.203 -4.270 0.15 0.08 -0.05
C -0.968 1.305 -3.336 0.36 0.01 0.21
C -0.089 0.580 -2.512 -0.01 -0.53 -0.56
C -0.561 -0.391 -1.490 -0.80 1.08 0.73
C -0.341 -1.829 -1.832 -0.32 -0.37 -0.21
C -0.894 -2.834 -1.009 0.92 0.20 -0.17
C -0.326 -4.106 -1.000 0.05 -0.19 -0.15
C 0.737 -4.358 -1.867 0.43 -0.39 0.31
F 1.487 -5.494 -1.678 -0.81 0.88 -0.35
C 1.077 -3.485 -2.904 -0.39 -0.54 0.43
C 0.429 -2.252 -2.941 0.61 0.00 0.17
C 1.280 0.593 -2.790 -0.02 1.01 -0.46
C 1.811 1.471 -3.732 -0.53 0.18 0.12
H -1.119 2.818 -4.878 0.33 -0.19 0.14
H -2.053 1.144 -3.266 0.60 0.19 0.04
H -1.620 -0.242 -1.230 0.28 -0.05 -0.29
H -1.743 -2.605 -0.372 0.23 0.09 0.22
H -0.689 -4.871 -0.310 0.23 0.17 -0.28
H 1.845 -3.783 -3.622 -0.46 0.12 0.10
H 0.581 -1.635 -3.837 0.14 0.08 0.79
H 1.962 -0.083 -2.296 0.03 0.09 0.20
H 2.871 1.524 -3.907 0.18 0.05 -0.14
```
Forces are in eV/Å.

---

Entry 3:
Density functional theory data (ωB97M-V/def2-TZVPD) for a molecular structure, C34H34AsNO3PSTeTi.

Energy above the lowest of the compared OMol25 structures with the same formula, charge and spin   52.62 kJ/mol
Total charge   +1
Kohn-Sham gap   7.007 eV
Highest occupied orbital energy   -10.68 eV

XYZ file:
```
77
Properties=species:S:1:pos:R:3:forces:R:3
Ti 0.499 0.712 -1.480 0.27 0.81 -0.18
S 2.795 0.755 -1.045 0.16 -0.04 0.21
C 3.189 0.736 0.690 0.14 0.03 -0.13
C 4.523 0.932 1.047 0.07 -0.01 0.03
C 4.898 0.925 2.382 0.03 0.01 -0.07
C 3.949 0.723 3.378 0.04 0.00 0.04
C 2.624 0.530 3.028 0.07 -0.02 -0.01
C 2.247 0.529 1.689 -0.15 0.06 0.06
As 0.420 0.261 1.149 0.43 -0.45 0.42
C 0.170 -1.648 1.338 -0.10 0.07 -0.07
C 1.245 -2.518 1.417 -0.03 -0.16 -0.04
C 1.025 -3.892 1.400 0.00 0.02 0.00
C -0.267 -4.391 1.294 0.00 0.04 0.01
C -1.347 -3.517 1.224 0.06 0.04 0.00
C -1.128 -2.146 1.247 0.11 -0.24 0.02
C -0.559 0.922 2.665 -0.14 0.26 -0.17
C -0.883 2.274 2.715 -0.02 -0.07 0.24
C -1.511 2.792 3.840 0.02 -0.01 -0.05
C -1.813 1.960 4.910 -0.01 -0.02 0.04
C -1.485 0.611 4.854 -0.01 -0.01 0.03
C -0.858 0.085 3.732 -0.15 0.17 0.17
H 5.261 1.096 0.270 -0.01 0.00 0.04
H 5.937 1.088 2.647 -0.09 -0.02 -0.03
H 4.239 0.722 4.421 -0.01 0.01 -0.06
H 1.881 0.382 3.801 -0.05 0.00 0.02
H 2.252 -2.131 1.491 0.07 0.01 0.01
H 1.865 -4.573 1.475 -0.05 0.05 -0.01
H -0.435 -5.461 1.282 0.01 0.05 0.00
H -2.356 -3.904 1.161 0.01 0.01 0.01
H -1.975 -1.471 1.235 -0.12 0.08 -0.02
H -0.638 2.923 1.890 0.05 0.04 -0.04
H -1.762 3.846 3.882 0.02 -0.05 -0.01
H -2.302 2.363 5.790 0.05 -0.04 -0.08
H -1.717 -0.038 5.690 0.00 0.02 -0.02
H -0.608 -0.963 3.697 0.03 -0.13 0.02
N -1.681 0.272 -1.540 0.05 0.45 0.45
C -2.780 1.224 -1.520 0.09 -0.25 -0.05
C -3.993 0.770 -2.012 -0.19 -0.07 0.00
C -5.115 1.580 -1.992 -0.04 0.01 -0.02
C -4.999 2.859 -1.468 0.04 0.03 0.04
C -3.771 3.310 -1.012 -0.11 0.09 -0.03
C -2.619 2.511 -1.027 0.20 0.23 0.01
C -1.294 3.133 -0.690 -0.07 -0.14 -0.21
C -1.296 4.312 0.052 0.05 0.24 0.05
C -0.154 5.091 0.186 -0.06 0.02 -0.01
C 1.014 4.727 -0.467 -0.06 0.07 0.04
C 1.056 3.516 -1.138 -0.58 0.01 0.17
C -0.065 2.649 -1.208 -0.35 0.54 -0.03
H -1.814 -0.340 -2.333 0.08 -0.19 -0.33
H -1.768 -0.347 -0.741 -0.08 -0.20 0.20
H -4.058 -0.239 -2.410 -0.01 0.07 0.04
H -6.058 1.219 -2.386 0.10 0.04 0.06
H -5.858 3.521 -1.438 0.11 -0.07 -0.02
H -3.700 4.338 -0.683 -0.01 -0.07 -0.04
H -2.203 4.637 0.547 0.07 0.00 -0.04
H -0.193 6.001 0.774 -0.01 -0.05 -0.04
H 1.889 5.369 -0.442 -0.09 -0.07 0.02
H 1.969 3.251 -1.628 0.35 -0.19 -0.08
C -2.051 -4.202 -3.443 -0.11 -0.06 -0.02
C -0.589 -3.861 -3.365 -0.09 0.18 0.07
O -0.461 -2.418 -3.612 -0.17 -0.28 -0.18
P 0.732 -1.590 -3.027 -0.24 -0.35 -0.05
O 0.428 -1.284 -1.552 -0.04 -0.31 -0.53
Te 0.858 0.492 -4.179 0.07 -0.05 0.20
O 1.941 -2.554 -3.191 0.48 -0.10 -0.19
C 3.363 -2.206 -3.099 -0.19 -0.20 0.18
C 3.896 -2.673 -1.774 0.13 -0.04 0.19
H -2.181 -5.275 -3.292 -0.01 0.05 -0.01
H -2.460 -3.941 -4.419 0.01 0.00 0.03
H -2.614 -3.676 -2.670 0.02 -0.03 -0.02
H -0.007 -4.370 -4.126 0.07 -0.01 -0.08
H -0.175 -4.101 -2.386 0.03 0.07 0.06
H 3.477 -1.137 -3.228 -0.04 0.27 -0.04
H 3.843 -2.711 -3.931 -0.10 -0.09 -0.08
H 3.482 -2.081 -0.955 0.01 -0.06 -0.07
H 4.983 -2.564 -1.769 -0.08 0.00 0.04
H 3.653 -3.725 -1.616 0.04 0.03 -0.01
```
Forces are in eV/Å.

---

Entry 4:
Density functional theory data (ωB97M-V/def2-TZVPD) for a molecular structure, C34H34BeGeN6S2.

Multiplicity   2
Total charge   +1
Kohn-Sham gap (alpha / beta)   6.408 / 7.804 eV
Highest occupied orbital energy (alpha / beta)   -8.48 / -10.53 eV

XYZ file:
```
78
Properties=species:S:1:pos:R:3:forces:R:3
Be 2.125 0.249 -0.361 0.07 0.03 -0.55
C 0.325 -3.289 3.850 0.02 0.00 -0.01
C -0.585 -2.507 2.911 0.29 -0.21 -0.13
N -0.197 -2.654 1.492 0.15 0.27 0.25
C 0.783 -1.870 0.942 -0.02 0.00 -0.02
S 0.711 -0.075 1.241 -0.12 -0.09 0.10
N 1.731 -2.342 0.223 -0.01 0.15 -0.06
N 2.505 -1.351 -0.369 -0.20 -0.23 0.02
C 3.820 -1.556 -0.589 0.05 0.08 0.01
C 4.451 -2.909 -0.663 -0.02 0.05 0.03
C 4.516 -0.325 -0.661 -0.06 0.04 0.09
C 5.894 -0.177 -0.930 0.00 -0.05 0.01
C 6.465 1.062 -0.863 0.08 0.06 -0.03
C 5.676 2.184 -0.527 0.08 -0.01 0.03
C 4.340 1.999 -0.299 -0.15 -0.10 -0.10
N 3.737 0.795 -0.375 0.19 -0.20 0.11
H -0.023 -3.197 4.882 0.03 0.01 -0.11
H 0.328 -4.352 3.593 0.00 0.06 0.02
H 1.354 -2.923 3.801 -0.08 -0.03 0.00
H -1.619 -2.830 3.010 0.01 -0.06 -0.03
H -0.560 -1.449 3.158 -0.03 0.05 0.00
H -0.079 -3.616 1.202 -0.03 -0.06 -0.01
H 3.682 -3.674 -0.747 0.02 0.02 0.00
H 5.121 -2.987 -1.522 -0.02 0.03 0.03
H 5.040 -3.128 0.232 -0.02 0.03 -0.02
H 6.483 -1.054 -1.173 -0.04 0.08 0.03
H 7.523 1.184 -1.063 -0.07 -0.01 0.03
H 6.106 3.172 -0.442 -0.02 -0.06 -0.02
H 3.704 2.839 -0.050 -0.01 -0.05 -0.02
N 1.417 -1.008 -3.207 0.02 0.15 0.08
C 1.302 0.316 -3.002 0.00 -0.07 -0.04
N 1.373 0.882 -1.823 0.03 0.67 0.31
C 1.139 2.272 -1.920 -0.06 -0.36 0.23
C 1.093 3.163 -0.853 0.11 -0.06 0.07
C 0.823 4.499 -1.104 -0.01 -0.02 0.03
C 0.595 4.951 -2.404 0.00 -0.03 -0.05
C 0.635 4.070 -3.474 -0.01 0.01 0.00
C 0.906 2.734 -3.209 -0.04 -0.02 -0.11
S 0.993 1.397 -4.326 -0.05 -0.04 -0.13
H 1.772 -1.569 -2.443 0.01 0.01 0.05
H 1.509 -1.361 -4.142 0.01 -0.01 -0.03
H 1.259 2.813 0.163 0.04 0.05 -0.14
H 0.783 5.202 -0.279 0.01 -0.07 -0.07
H 0.385 6.000 -2.580 0.02 -0.09 0.01
H 0.454 4.414 -4.486 0.01 -0.03 0.09
C -1.037 2.494 1.799 -0.06 0.27 0.10
Ge -1.442 0.798 0.959 0.10 -0.21 0.13
C -1.990 1.103 -0.861 0.05 0.10 -0.27
C -1.813 0.247 -1.947 -0.07 0.11 -0.01
C -2.332 0.575 -3.192 0.04 0.00 0.02
C -3.028 1.765 -3.367 -0.01 0.02 0.00
C -3.203 2.630 -2.296 0.05 0.00 0.04
C -2.682 2.304 -1.048 0.00 -0.05 -0.15
C -2.688 -0.216 2.030 -0.08 -0.31 0.03
C -3.029 0.348 3.235 -0.09 -0.08 0.07
C -3.973 -0.263 4.094 0.09 0.12 -0.01
C -4.561 -1.434 3.728 -0.04 -0.09 -0.03
C -4.237 -2.061 2.496 -0.04 0.00 -0.02
C -4.846 -3.287 2.122 -0.01 0.02 0.10
C -4.527 -3.895 0.945 0.10 -0.02 -0.13
C -3.573 -3.305 0.081 -0.13 -0.10 0.06
C -2.972 -2.129 0.422 -0.07 0.18 0.13
C -3.286 -1.459 1.633 -0.15 0.12 -0.01
H -1.930 2.902 2.276 0.07 0.03 -0.04
H -0.697 3.202 1.042 -0.06 -0.04 0.13
H -0.264 2.368 2.557 -0.04 0.06 0.01
H -1.261 -0.680 -1.840 0.01 -0.03 0.03
H -2.195 -0.102 -4.028 -0.01 0.04 0.03
H -3.435 2.018 -4.340 0.03 -0.03 0.07
H -3.743 3.561 -2.428 0.03 -0.06 0.00
H -2.822 2.998 -0.222 0.00 -0.09 -0.10
H -2.577 1.281 3.551 -0.04 -0.07 0.01
H -4.230 0.211 5.033 0.03 -0.01 -0.02
H -5.290 -1.908 4.377 0.04 0.02 -0.05
H -5.571 -3.735 2.795 0.06 0.06 -0.06
H -4.999 -4.830 0.669 0.03 0.05 0.00
H -3.323 -3.792 -0.855 -0.01 0.03 0.08
H -2.234 -1.702 -0.238 0.03 0.05 -0.05
```
Forces are in eV/Å.